6 unconnected molecules or ions with the total composition C37H83FN7O10. Source: the Open Molecules 2025 dataset; level of theory: ωB97M-V with the def2-TZVPD basis set.

Output
E_LUMO = -4.416 eV
charge = +1
highest occupied orbital energy = -10.11 eV

Each line ends with the Mulliken charge.
CARTESIAN COORDINATES (ANGSTROEM)
N1 1.93766 -1.06382 -0.03765  -0.769
C1 0.77626 -1.16362 -0.51328  0.066
C2 -0.21251 -2.24623 -0.13738  -0.924
C3 -1.67147 -1.93031 -0.26525  0.632
C4 -2.62675 -2.83227 -0.69726  -0.734
C5 -3.96842 -2.48961 -0.72935  -0.696
C6 -4.37790 -1.21308 -0.35365  -0.910
C7 -3.43272 -0.32093 0.05739  -0.411
N2 -2.15415 -0.72459 0.08267  1.249
F1 -1.27446 0.18151 0.54989  -0.111
H1 2.12658 -1.75496 0.69158  0.209
H2 0.50326 -0.46607 -1.30671  0.130
H3 -0.03379 -3.08838 -0.81574  0.450
H4 -0.01968 -2.59390 0.88399  0.597
H5 -2.29485 -3.81782 -0.99445  0.617
H6 -4.69654 -3.22885 -1.03998  0.471
H7 -5.42084 -0.93256 -0.37749  0.567
H8 -3.63835 0.68907 0.38371  0.478
C8 0.59275 -0.79504 7.95077  -0.716
O1 -0.70995 -0.25440 7.82416  -0.392
C9 -0.75977 1.03281 7.22956  -0.730
C10 -1.38463 0.95459 5.85376  -0.268
N3 -0.50670 0.23632 4.93890  -0.140
C11 -1.08303 -0.09206 3.64955  -0.689
C12 -2.27514 -1.04425 3.62241  -0.273
O2 -1.96369 -2.37161 3.97526  -0.413
C13 -1.98208 -2.65991 5.36755  -0.570
H9 0.51469 -1.70701 8.53814  0.227
H10 1.03407 -1.04454 6.98011  0.287
H11 1.26499 -0.10417 8.46729  0.458
H12 0.24268 1.46651 7.16698  0.367
H13 -1.37216 1.67715 7.86511  0.422
H14 -1.54517 1.96719 5.47076  0.352
H15 -2.36984 0.48039 5.96801  0.198
H16 -0.19373 -0.61470 5.38876  -0.050
H17 -0.28983 -0.53709 3.03928  0.311
H18 -1.37647 0.84359 3.15810  0.335
H19 -2.63656 -1.10286 2.58728  0.045
H20 -3.11300 -0.66878 4.22234  0.377
H21 -2.72666 -2.05290 5.88797  0.319
H22 -1.00714 -2.49796 5.83295  0.159
H23 -2.24347 -3.71103 5.47640  0.298
C14 -1.28318 0.41814 -3.37780  0.404
O3 -2.10806 -0.19397 -4.35051  -0.367
C15 -3.47594 -0.27096 -3.96126  -0.214
C16 -4.35245 0.64264 -4.78135  -0.625
N4 -4.08516 2.03781 -4.46768  0.059
C17 -4.72000 3.00215 -5.36410  -0.659
C18 -4.28670 3.00447 -6.82328  -0.578
O4 -2.95610 3.43340 -7.02157  -0.434
C19 -1.95897 2.43931 -6.91031  -0.337
H24 -0.24612 0.27145 -3.67441  0.367
H25 -1.46623 1.48936 -3.28444  0.004
H26 -1.44846 -0.05949 -2.40361  -0.565
H27 -3.55903 -0.03868 -2.89252  -0.105
H28 -3.80382 -1.30537 -4.11090  0.437
H29 -5.40172 0.42983 -4.55444  0.398
H30 -4.18513 0.38887 -5.83702  0.336
H31 -3.08381 2.19294 -4.48810  -0.265
H32 -4.52657 3.99988 -4.96225  0.279
H33 -5.80301 2.84901 -5.32060  0.479
H34 -4.91627 3.72571 -7.34889  0.400
H35 -4.44603 2.03130 -7.30494  0.359
H36 -2.32766 1.46238 -7.23815  0.262
H37 -1.57382 2.34807 -5.88873  0.014
H38 -1.13102 2.73364 -7.55413  0.317
C20 3.77849 -3.27711 8.61360  -0.921
O5 3.52357 -2.14793 7.80052  -0.154
C21 4.47342 -1.09635 7.93639  -0.843
C22 5.28096 -0.93157 6.66955  -0.233
N5 6.14649 -2.07596 6.43922  -0.290
C23 6.81220 -2.08495 5.14225  -0.728
C24 5.94141 -2.14567 3.89342  -0.429
O6 5.23695 -3.36319 3.73261  -0.432
C25 3.99881 -3.44717 4.40484  -0.539
H39 2.91610 -3.93619 8.52800  0.249
H40 4.67215 -3.82508 8.29723  0.347
H41 3.90004 -2.99208 9.66272  0.364
H42 5.12478 -1.28360 8.79446  0.450
H43 3.92394 -0.16863 8.12105  0.344
H44 5.89708 -0.03183 6.76027  0.387
H45 4.56880 -0.76110 5.84844  0.148
H46 5.60311 -2.92418 6.53723  0.105
H47 7.48480 -2.94516 5.12222  0.373
H48 7.43973 -1.19048 5.07264  0.390
H49 6.60252 -2.06552 3.02744  0.357
H50 5.24087 -1.30236 3.84064  0.324
H51 3.50790 -2.47009 4.46482  0.210
H52 4.09784 -3.84792 5.41794  0.194
H53 3.36331 -4.12742 3.83645  0.327
C26 5.23777 -3.90968 -6.17214  -0.728
O7 4.48539 -2.71531 -6.24702  -0.351
C27 3.48231 -2.70668 -7.25295  -0.854
C28 2.10399 -2.67051 -6.63353  -0.089
N6 1.80617 -3.91810 -5.94564  -0.266
C29 0.58924 -3.90399 -5.15139  -1.242
C30 0.51786 -2.94048 -3.97367  0.757
O8 1.39961 -3.24988 -2.90524  -0.400
C31 2.72715 -2.75613 -3.04992  -0.757
H54 6.05073 -3.73237 -5.47092  0.245
H55 4.64196 -4.75791 -5.81571  0.303
H56 5.66464 -4.17247 -7.14431  0.356
H57 3.58778 -3.57721 -7.90657  0.418
H58 3.62048 -1.80668 -7.85766  0.396
H59 1.36269 -2.51696 -7.42354  0.385
H60 2.06726 -1.79388 -5.97004  0.090
H61 2.58980 -4.16452 -5.35442  0.113
H62 0.43103 -4.91390 -4.76414  0.429
H63 -0.25243 -3.68264 -5.81619  0.401
H64 -0.49541 -3.00798 -3.56014  0.112
H65 0.66272 -1.89964 -4.28658  -0.176
H66 2.74462 -1.81660 -3.60746  0.317
H67 3.38330 -3.47647 -3.54249  0.259
H68 3.11526 -2.57427 -2.04893  0.358
C32 -1.50858 8.44115 -1.82369  -0.711
O9 -1.47734 7.71282 -0.61177  -0.355
C33 -2.75263 7.39733 -0.07404  -0.790
C34 -2.99277 5.90494 -0.11168  -0.178
N7 -3.13539 5.43224 -1.48040  -0.279
C35 -3.16666 3.98761 -1.63618  -0.518
C36 -1.93492 3.19183 -1.22028  0.551
O10 -0.79918 3.39090 -2.03218  -0.388
C37 0.01443 4.50373 -1.68337  -0.761
H69 -0.48516 8.73611 -2.04571  0.243
H70 -1.89433 7.84627 -2.65950  0.292
H71 -2.12073 9.34263 -1.72971  0.354
H72 -3.54026 7.92718 -0.61735  0.422
H73 -2.77145 7.73140 0.96662  0.404
H74 -3.91227 5.67918 0.43790  0.333
H75 -2.15891 5.42763 0.42422  0.182
H76 -2.37952 5.81003 -2.03827  0.130
H77 -3.36480 3.76703 -2.68608  -0.016
H78 -4.02464 3.59877 -1.07337  0.446
H79 -2.19534 2.13157 -1.33291  -0.547
H80 -1.68199 3.34264 -0.16197  0.468
H81 -0.00175 4.68548 -0.60628  0.334
H82 -0.29417 5.41407 -2.20158  0.217
H83 1.03293 4.26756 -1.98717  0.300